(1)
{"formula": "C18H27BrNO4P2Pd", "method": "the ωB97M-V functional and the def2-TZVPD basis", "orbital_gap_ev": [6.60, 5.95], "homo_energy_ev": [-9.35, -10.82], "lumo_ev": [-2.7, -4.9], "mol_weight_g_mol": 569.69, "total_charge": 1, "relative_energy_kcal_mol": 0.0, "multiplicity": 3, "e_tot_ha": -4442.16085, "species": ["Pd", "P", "C", "C", "N", "C", "C", "C", "C", "C", "P", "H", "H", "H", "H", "H", "H", "H", "H", "O", "H", "H", "O", "H", "C", "H", "H", "H", "C", "H", "H", "H", "C", "H", "H", "H", "C", "H", "H", "H", "Br", "C", "C", "C", "C", "C", "C", "C", "O", "O", "H", "H", "H", "H"], "coordinates": [[-0.229, -0.469, -0.336], [1.899, -1.266, -0.277], [2.079, -1.870, -1.938], [0.923, -1.987, -2.727], [-0.259, -1.447, -2.252], [-1.405, -1.710, -2.868], [-1.450, -2.493, -4.033], [-0.253, -2.890, -4.616], [0.927, -2.595, -4.002], [-2.691, -1.153, -2.219], [-2.299, 0.263, -1.159], [1.902, -2.811, -4.437], [-2.445, -2.718, -4.416], [-0.304, -3.413, -5.561], [-3.405, -0.829, -2.987], [-3.160, -1.920, -1.575], [4.364, 2.430, -3.872], [3.053, -1.990, -2.411], [-0.156, 3.026, -0.963], [3.505, 2.817, -3.853], [2.969, 2.198, -4.416], [-0.033, 1.340, -0.295], [-0.113, 2.528, -0.140], [0.686, 2.767, 0.409], [-2.295, 1.690, -2.282], [-3.238, 1.664, -2.851], [-2.241, 2.621, -1.692], [-1.445, 1.610, -2.981], [-3.587, 0.523, 0.067], [-3.445, 1.517, 0.510], [-4.573, 0.463, -0.411], [-3.496, -0.233, 0.856], [2.048, -2.740, 0.792], [3.110, -2.884, 1.016], [1.473, -2.627, 1.719], [1.678, -3.606, 0.234], [3.174, -0.102, 0.272], [2.789, 0.453, 1.133], [4.086, -0.642, 0.541], [3.390, 0.599, -0.539], [-0.416, 3.795, 3.239], [-0.103, 2.285, 4.328], [-0.026, 2.438, 5.711], [0.029, 1.298, 6.530], [-0.125, 0.024, 5.986], [-0.223, -0.142, 4.610], [-0.138, 0.987, 3.791], [-0.032, 0.817, 2.318], [-0.828, -0.046, 1.761], [0.868, 1.487, 1.787], [-0.044, 3.442, 6.100], [0.046, 1.466, 7.601], [-0.185, -0.844, 6.646], [-0.360, -1.123, 4.150]]}

---

(2)
{"formula": "C18H27Cl12F3O12", "method": "the ωB97M-V functional and the def2-TZVPD basis", "orbital_gap_ev": 10.63, "homo_energy_ev": -10.32, "smiles": "O=C1OC[C@@H](F)O1.O=C1OC[C@@H](F)O1.O=C1OC[C@@H](F)O1.COC(=O)OC.ClCCl.ClCCl.ClCCl.ClCCl.ClCCl.ClCCl", "lumo_ev": 0.3, "mol_weight_g_mol": 917.83, "total_charge": 0, "relative_energy_kcal_mol": 0.0, "e_tot_ha": -7426.88146, "species": ["O", "C", "O", "C", "C", "F", "O", "H", "H", "H", "O", "C", "O", "C", "C", "F", "O", "H", "H", "H", "O", "C", "O", "C", "C", "F", "O", "H", "H", "H", "C", "O", "C", "O", "O", "C", "H", "H", "H", "H", "H", "H", "Cl", "C", "Cl", "H", "H", "Cl", "C", "Cl", "H", "H", "Cl", "C", "Cl", "H", "H", "Cl", "C", "Cl", "H", "H", "Cl", "C", "Cl", "H", "H", "Cl", "C", "Cl", "H", "H"], "coordinates": [[1.400, 0.457, -4.528], [1.533, -0.276, -3.614], [0.866, -0.255, -2.438], [1.058, -1.501, -1.792], [2.420, -1.845, -2.328], [2.690, -3.175, -2.297], [2.299, -1.398, -3.665], [1.015, -1.515, -0.708], [0.396, -2.286, -2.178], [3.261, -1.367, -1.821], [-2.392, -1.549, -2.307], [-2.452, -0.634, -3.046], [-1.587, -0.387, -4.039], [-2.097, 0.664, -4.860], [-3.096, 1.329, -3.937], [-4.241, 1.566, -4.640], [-3.405, 0.337, -2.992], [-1.267, 1.261, -5.223], [-2.618, 0.243, -5.721], [-2.705, 2.246, -3.503], [4.326, 1.391, -0.286], [5.474, 1.162, -0.406], [6.346, 1.066, 0.601], [7.615, 0.603, 0.093], [7.499, 1.016, -1.359], [8.098, 0.098, -2.198], [6.089, 0.935, -1.590], [8.388, 1.104, 0.663], [7.614, -0.485, 0.161], [7.934, 1.984, -1.624], [1.406, 0.908, 0.957], [0.124, 1.197, 0.396], [-0.848, 0.309, 0.570], [-0.737, -0.826, 0.966], [-1.992, 0.896, 0.195], [-3.203, 0.200, 0.452], [1.346, 0.442, 1.939], [1.994, 1.811, 1.058], [1.919, 0.213, 0.297], [-3.486, 0.349, 1.494], [-3.164, -0.851, 0.180], [-3.973, 0.689, -0.150], [-5.672, 2.364, -1.146], [-7.259, 1.580, -1.356], [-7.466, 0.992, -3.037], [-7.326, 0.806, -0.605], [-7.998, 2.364, -1.276], [2.068, 6.178, 1.795], [0.479, 5.397, 1.758], [0.514, 3.797, 2.521], [-0.190, 5.989, 2.371], [0.104, 5.312, 0.746], [2.787, -3.402, 1.811], [4.148, -2.507, 2.416], [4.024, -0.746, 2.148], [4.273, -2.736, 3.472], [5.073, -2.876, 1.979], [-3.275, -3.956, 1.163], [-1.896, -3.880, 0.052], [-0.395, -4.355, 0.872], [-1.968, -4.538, -0.803], [-1.853, -2.834, -0.217], [0.836, 0.617, 4.639], [-0.066, 1.058, 6.087], [-1.824, 1.096, 5.758], [0.092, 0.275, 6.817], [0.193, 2.046, 6.440], [-4.318, -1.655, 3.309], [-5.415, -2.996, 3.712], [-6.826, -2.392, 4.615], [-5.774, -3.450, 2.798], [-4.919, -3.675, 4.392]]}

---

Copy entry 1 word for word.
{"formula": "C18H27BrNO4P2Pd", "method": "the ωB97M-V functional and the def2-TZVPD basis", "orbital_gap_ev": [6.60, 5.95], "homo_energy_ev": [-9.35, -10.82], "lumo_ev": [-2.7, -4.9], "mol_weight_g_mol": 569.69, "total_charge": 1, "relative_energy_kcal_mol": 0.0, "multiplicity": 3, "e_tot_ha": -4442.16085, "species": ["Pd", "P", "C", "C", "N", "C", "C", "C", "C", "C", "P", "H", "H", "H", "H", "H", "H", "H", "H", "O", "H", "H", "O", "H", "C", "H", "H", "H", "C", "H", "H", "H", "C", "H", "H", "H", "C", "H", "H", "H", "Br", "C", "C", "C", "C", "C", "C", "C", "O", "O", "H", "H", "H", "H"], "coordinates": [[-0.229, -0.469, -0.336], [1.899, -1.266, -0.277], [2.079, -1.870, -1.938], [0.923, -1.987, -2.727], [-0.259, -1.447, -2.252], [-1.405, -1.710, -2.868], [-1.450, -2.493, -4.033], [-0.253, -2.890, -4.616], [0.927, -2.595, -4.002], [-2.691, -1.153, -2.219], [-2.299, 0.263, -1.159], [1.902, -2.811, -4.437], [-2.445, -2.718, -4.416], [-0.304, -3.413, -5.561], [-3.405, -0.829, -2.987], [-3.160, -1.920, -1.575], [4.364, 2.430, -3.872], [3.053, -1.990, -2.411], [-0.156, 3.026, -0.963], [3.505, 2.817, -3.853], [2.969, 2.198, -4.416], [-0.033, 1.340, -0.295], [-0.113, 2.528, -0.140], [0.686, 2.767, 0.409], [-2.295, 1.690, -2.282], [-3.238, 1.664, -2.851], [-2.241, 2.621, -1.692], [-1.445, 1.610, -2.981], [-3.587, 0.523, 0.067], [-3.445, 1.517, 0.510], [-4.573, 0.463, -0.411], [-3.496, -0.233, 0.856], [2.048, -2.740, 0.792], [3.110, -2.884, 1.016], [1.473, -2.627, 1.719], [1.678, -3.606, 0.234], [3.174, -0.102, 0.272], [2.789, 0.453, 1.133], [4.086, -0.642, 0.541], [3.390, 0.599, -0.539], [-0.416, 3.795, 3.239], [-0.103, 2.285, 4.328], [-0.026, 2.438, 5.711], [0.029, 1.298, 6.530], [-0.125, 0.024, 5.986], [-0.223, -0.142, 4.610], [-0.138, 0.987, 3.791], [-0.032, 0.817, 2.318], [-0.828, -0.046, 1.761], [0.868, 1.487, 1.787], [-0.044, 3.442, 6.100], [0.046, 1.466, 7.601], [-0.185, -0.844, 6.646], [-0.360, -1.123, 4.150]]}